A molecular structure, C9H22O13V at a distorted geometry, computed with ωB97M-V/def2-TZVPD.

Each line ends with the Löwdin charge.
Positions of all 45 atoms, in Å:
V -1.23 0.95 0.41  1.048
O -1.94 2.94 0.36  -0.105
H -1.71 3.80 -0.05  0.045
O 0.23 1.36 1.75  -0.397
H 0.78 1.71 2.47  -0.006
O -2.19 0.13 -1.11  -0.402
H -2.58 0.02 -1.99  -0.003
O -2.98 0.95 1.56  -0.292
H -3.56 0.16 1.56  0.004
C 3.69 -0.87 -0.26  -0.039
O 2.69 -1.54 -1.03  -0.019
C 1.33 -1.28 -1.05  -0.481
O 0.68 -0.45 -0.34  0.026
O 0.88 -2.05 -1.97  0.043
C -0.37 -1.78 -2.50  -0.050
H 3.37 -0.97 0.78  0.093
H 3.87 0.18 -0.49  0.087
H 4.66 -1.36 -0.38  0.090
H -1.25 -2.05 -1.92  0.102
H -0.47 -2.43 -3.36  0.100
H -0.33 -0.75 -2.86  0.083
C -0.41 1.91 -3.98  -0.048
O 0.65 2.61 -3.34  0.012
C 0.70 2.67 -1.96  -0.506
O 0.08 1.99 -1.15  0.031
O 1.49 3.67 -1.72  0.025
C 1.86 3.97 -0.42  -0.038
H 0.03 1.23 -4.71  0.092
H -1.03 2.52 -4.63  0.092
H -1.09 1.32 -3.35  0.073
H 2.28 3.07 0.03  0.110
H 1.19 4.66 0.09  0.109
H 2.73 4.61 -0.57  0.094
C -0.13 -0.93 3.93  0.003
O -0.60 -2.21 3.41  -0.020
C -1.10 -2.22 2.16  -0.564
O -1.17 -1.28 1.45  0.095
O -1.59 -3.42 1.82  0.003
C -1.80 -4.53 2.67  -0.046
H -0.86 -0.17 3.65  0.086
H 0.81 -0.69 3.43  0.088
H -0.04 -1.09 5.01  0.095
H -0.88 -5.10 2.85  0.095
H -2.51 -5.14 2.12  0.097
H -2.22 -4.15 3.60  0.097

Orbital gap (spin up / spin down) in eV: 8.5 / 5.5
Total charge: 0
Highest occupied orbital energy (spin up / spin down) in eV: -7.99 / -8.00
2S+1: 4

8 unconnected molecules or ions with the total composition C45H89Br2ClF2NO12P at a distorted geometry, computed with ωB97M-V/def2-TZVPD.

Each line ends with the Löwdin charge.
Positions of all 153 atoms, in Å:
C 5.90 -5.74 -0.69  -0.141
O 5.34 -4.43 -1.08  -0.263
C 6.25 -3.70 -2.00  -0.209
C 6.45 -2.16 -1.46  -0.185
C 6.46 -1.02 -2.64  -0.213
C 4.96 -0.62 -3.21  -0.216
C 3.79 -0.55 -2.07  -0.217
C 2.64 0.58 -2.34  -0.192
C 1.10 0.02 -1.99  -0.130
C 0.28 1.05 -0.98  -0.298
C 1.11 1.33 0.40  -0.164
C 0.24 1.98 1.63  -0.582
C 0.48 1.01 2.95  -0.144
Cl 0.91 3.71 1.96  0.608
O -1.11 0.59 -0.69  -0.200
C -1.90 1.03 -1.86  -0.149
C -3.45 0.36 -1.88  -0.265
C -4.08 0.99 -3.30  -0.117
C -5.28 2.10 -3.02  -0.177
C -4.88 3.30 -1.98  -0.142
F -4.97 4.60 -2.69  -0.149
O -3.23 -1.05 -1.86  -0.238
C -4.34 -1.95 -1.53  -0.412
C -4.99 -2.37 -3.01  -0.137
C -6.40 -1.67 -3.40  -0.191
C -7.75 -2.38 -2.79  -0.137
F -8.64 -1.33 -2.17  -0.168
C -3.48 -3.30 -1.10  -0.569
Br -1.71 -2.69 -0.28  0.755
C -4.15 -4.43 -0.21  -0.693
C -4.32 -4.13 1.42  -0.170
Br -5.79 -5.36 -0.99  0.626
P -5.58 -1.33 -0.23  0.807
N -6.42 0.01 -0.64  -0.189
O -4.64 -0.85 1.18  -0.243
O -6.81 -2.47 0.26  -0.271
H 6.67 -5.64 0.20  0.098
H 6.40 -6.33 -1.60  0.103
H 5.02 -6.42 -0.28  0.098
H 5.83 -3.64 -3.11  0.109
H 7.32 -4.21 -2.07  0.131
H 7.54 -2.13 -0.97  0.112
H 5.69 -1.96 -0.58  0.105
H 7.08 -1.48 -3.55  0.116
H 7.04 -0.03 -2.35  0.117
H 4.65 -1.38 -4.06  0.108
H 5.06 0.44 -3.73  0.110
H 3.30 -1.64 -2.02  0.119
H 4.28 -0.35 -1.02  0.107
H 2.72 0.86 -3.50  0.114
H 2.89 1.56 -1.76  0.104
H 1.17 -1.08 -1.57  0.110
H 0.58 -0.09 -3.06  0.115
H 0.24 2.09 -1.56  0.157
H 1.68 0.34 0.69  0.127
H 1.96 2.12 0.14  0.106
H -0.90 2.13 1.40  0.106
H 1.57 0.58 2.86  0.077
H -0.32 0.15 2.96  0.097
H 0.41 1.72 3.90  0.081
H -1.92 2.20 -1.84  0.128
H -1.44 0.72 -2.90  0.133
H -3.95 0.87 -0.96  0.133
H -4.40 0.14 -4.06  0.109
H -3.24 1.61 -3.89  0.126
H -5.46 2.62 -4.08  0.127
H -6.31 1.63 -2.73  0.087
H -3.83 3.19 -1.47  0.106
H -5.67 3.30 -1.10  0.128
H -4.21 -2.04 -3.85  0.144
H -5.10 -3.53 -3.15  0.091
H -6.50 -1.77 -4.58  0.126
H -6.44 -0.49 -3.22  0.097
H -8.40 -2.81 -3.70  0.130
H -7.56 -3.29 -2.08  0.064
H -3.13 -3.80 -2.13  0.120
H -3.37 -5.34 -0.21  0.091
H -5.46 -4.11 1.76  0.081
H -3.86 -5.05 2.04  0.094
H -3.72 -3.20 1.79  0.052
H -6.16 0.80 0.02  0.007
H -5.37 -0.81 1.90  0.103
H -7.73 -2.10 0.09  0.090
C 1.91 8.97 0.67  -0.027
C 2.47 7.58 0.80  -0.486
C 1.73 6.62 1.69  -0.089
O 3.49 7.24 0.21  0.046
H 2.55 9.55 -0.01  0.087
H 0.91 8.92 0.24  0.066
H 1.90 9.46 1.64  0.092
H 0.71 6.47 1.32  0.069
H 1.70 7.00 2.72  0.093
H 2.25 5.65 1.70  0.005
C -1.80 4.29 3.71  -0.060
C -2.58 5.27 4.55  -0.491
C -4.02 4.94 4.84  -0.032
O -2.06 6.29 4.99  0.052
H -0.77 4.66 3.59  0.025
H -1.76 3.32 4.21  0.085
H -2.26 4.20 2.72  0.085
H -4.08 3.99 5.38  0.084
H -4.58 4.88 3.90  0.083
H -4.46 5.73 5.45  0.083
C 5.74 -5.63 -7.09  -0.027
C 4.93 -4.71 -6.23  -0.482
C 3.43 -4.72 -6.42  -0.020
O 5.46 -3.97 -5.40  0.031
H 6.80 -5.52 -6.84  0.084
H 5.45 -6.67 -6.90  0.086
H 5.60 -5.38 -8.14  0.086
H 3.04 -5.71 -6.20  0.087
H 3.19 -4.42 -7.44  0.087
H 2.98 -4.00 -5.73  0.086
C -1.49 12.14 -2.05  -0.029
C -1.21 11.15 -0.95  -0.491
C -2.03 9.89 -0.93  -0.028
O -0.35 11.36 -0.10  0.046
H -0.82 13.00 -1.94  0.085
H -1.30 11.68 -3.02  0.086
H -2.52 12.49 -1.99  0.085
H -1.86 9.33 -1.86  0.088
H -3.09 10.13 -0.82  0.087
H -1.72 9.27 -0.08  0.079
C 2.19 -1.51 7.04  -0.040
C 1.46 -1.68 5.73  -0.473
C 0.48 -2.81 5.63  -0.025
O 1.66 -0.92 4.78  0.034
H 2.87 -0.65 6.97  0.085
H 1.47 -1.32 7.84  0.092
H 2.78 -2.40 7.25  0.075
H -0.31 -2.69 6.37  0.085
H 0.99 -3.77 5.78  0.084
H 0.03 -2.82 4.63  0.080
C 5.92 -2.80 8.42  -0.023
C 5.09 -2.06 9.44  -0.480
C 5.47 -2.23 10.89  -0.026
O 4.15 -1.35 9.10  0.039
H 5.53 -2.59 7.42  0.083
H 6.96 -2.47 8.47  0.088
H 5.85 -3.88 8.60  0.087
H 6.49 -1.87 11.05  0.087
H 5.38 -3.28 11.17  0.086
H 4.79 -1.64 11.51  0.085
C 0.09 -5.80 -1.86  -0.034
C -0.64 -5.97 -3.17  -0.498
C -1.62 -7.10 -3.27  -0.024
O -0.44 -5.21 -4.12  0.044
H 0.77 -4.94 -1.94  0.084
H -0.63 -5.61 -1.06  0.053
H 0.68 -6.69 -1.65  0.087
H -2.41 -6.98 -2.54  0.076
H -1.11 -8.06 -3.12  0.087
H -2.07 -7.11 -4.27  0.086

Orbital gap in eV: 8.9
Total charge: 0
Highest occupied orbital energy in eV: -8.93
SMILES string: COCCCCCCC[C@H](C[C@@H](C)Cl)OC[C@@H](CCCF)O[C@@](CCCF)([C@@H](Br)[C@@H](C)Br)P(=N)(O)O.CC(C)=O.CC(C)=O.CC(C)=O.CC(C)=O.CC(C)=O.CC(C)=O.CC(C)=O

Energy for the records above, in order: -61990.78106; -241486.59649 eV